1.
C42H55CdClN8O4P as an isolated structure. Source: the Open Molecules 2025 dataset; level of theory: wB97M-V/def2-TZVPD.

For the HOMO energy, the calculation gives -0.3348 hartree. The value obtained for the total energy is -90931.1215 eV. The net charge is +1. The energy above the lowest of the compared OMol25 structures with the same formula, charge and spin comes out at 0.0 kcal/mol. The strongest force on any atom comes out at 0.52 eV/Å.

Atoms and positions in Å:
Cd  0.053  -0.361  0.557
C  -0.627  -6.605  -2.334
C  -0.784  -5.128  -2.061
C  -2.042  -4.531  -1.954
C  -2.175  -3.193  -1.648
C  -1.072  -2.331  -1.456
N  -1.237  -1.017  -1.033
C  -2.375  -0.319  -1.467
C  -2.698  -0.274  -2.829
C  -3.813  0.381  -3.313
C  -4.667  1.075  -2.458
C  -5.885  1.808  -2.964
C  -4.337  1.086  -1.115
C  -3.230  0.400  -0.619
N  -3.050  0.443  0.810
C  -4.035  0.436  1.733
C  -3.456  0.623  2.967
C  -2.092  0.754  2.693
N  -1.850  0.657  1.388
C  0.189  -2.939  -1.610
C  0.308  -4.306  -1.876
N  1.437  -2.212  -1.560
C  2.531  -2.471  -2.310
C  3.527  -1.603  -1.929
C  2.947  -0.821  -0.928
N  1.689  -1.191  -0.712
H  -1.423  -6.966  -2.986
H  0.328  -6.823  -2.815
H  -0.672  -7.187  -1.410
H  -2.933  -5.138  -2.087
H  -3.167  -2.774  -1.533
H  -2.039  -0.794  -3.514
H  -4.017  0.369  -4.379
H  -6.143  1.487  -3.973
H  -6.746  1.622  -2.319
H  -5.720  2.887  -2.990
H  -4.956  1.653  -0.426
H  -5.061  0.264  1.455
H  -3.955  0.658  3.922
H  -1.271  0.887  3.385
H  1.300  -4.744  -1.921
H  2.526  -3.231  -3.074
H  4.522  -1.536  -2.338
H  3.367  0.000  -0.371
C  -2.798  -1.935  8.123
C  -1.685  -2.800  7.517
C  -0.410  -2.589  8.347
C  -2.090  -4.277  7.653
C  -1.457  -2.404  6.018
O  -0.712  -1.171  5.928
C  -2.731  -2.186  5.190
C  -3.662  -3.382  4.897
C  -4.590  -3.056  3.749
C  -4.284  -3.459  2.452
C  -5.065  -3.063  1.374
C  -6.167  -2.255  1.598
Cl  -7.115  -1.706  0.246
C  -6.510  -1.861  2.881
C  -5.718  -2.265  3.947
C  -0.548  -3.422  5.334
N  -0.361  -3.136  3.913
C  0.260  -2.111  3.337
N  0.033  -2.130  2.034
C  -0.756  -3.236  1.864
N  -1.016  -3.873  2.979
H  -2.836  -2.099  9.202
H  -3.780  -2.189  7.716
H  -2.630  -0.863  7.971
H  -0.614  -2.856  9.387
H  -0.069  -1.555  8.324
H  0.413  -3.223  8.007
H  -2.422  -4.465  8.677
H  -1.249  -4.948  7.462
H  -2.909  -4.552  6.987
H  -1.224  -0.481  6.366
H  -2.401  -1.770  4.234
H  -3.316  -1.389  5.659
H  -4.260  -3.622  5.779
H  -3.075  -4.263  4.634
H  -3.420  -4.091  2.280
H  -4.819  -3.378  0.367
H  -7.388  -1.248  3.043
H  -5.991  -1.957  4.954
H  -0.988  -4.411  5.377
H  0.424  -3.439  5.821
H  0.850  -1.384  3.875
H  -1.133  -3.558  0.903
C  0.925  2.033  4.780
C  0.592  3.045  3.702
O  1.437  2.926  2.536
P  1.559  1.595  1.655
O  2.679  0.698  2.353
C  4.002  1.197  2.692
C  4.585  0.294  3.749
O  2.363  2.173  0.393
C  1.717  3.046  -0.573
C  2.061  4.496  -0.327
H  0.315  2.231  5.665
H  1.976  2.106  5.067
H  0.730  1.007  4.453
H  0.757  4.054  4.065
H  -0.452  2.970  3.396
H  3.919  2.224  3.041
H  4.605  1.194  1.786
H  3.972  0.309  4.652
H  5.590  0.631  4.005
H  4.644  -0.733  3.386
H  0.635  2.883  -0.548
H  2.079  2.720  -1.544
H  1.695  4.826  0.645
H  1.606  5.114  -1.103
H  3.142  4.637  -0.359

2.
C37H38BN4O4PTi as an isolated structure at a distorted geometry. Source: the Open Molecules 2025 dataset; level of theory: wB97M-V/def2-TZVPD.

For the HOMO energy, the calculation gives -0.4949 hartree. The value obtained for the total energy is -86206.9961 eV. The net charge is +2. The energy above the lowest of the compared OMol25 structures with the same formula, charge and spin comes out at 0.0 kcal/mol. The strongest force on any atom comes out at 1.00 eV/Å.

Atoms and positions in Å:
Ti  -0.083  -0.670  0.143
O  3.665  0.292  -0.864
C  2.521  -0.075  -0.863
N  1.793  -0.482  0.250
C  2.423  -0.593  1.566
C  1.404  -0.188  2.598
C  1.744  0.333  3.832
C  0.733  0.652  4.720
C  -0.594  0.434  4.358
C  -0.862  -0.067  3.109
N  0.119  -0.364  2.231
C  1.673  -0.144  -2.108
C  2.184  0.128  -3.355
C  1.347  -0.035  -4.452
C  0.039  -0.453  -4.256
C  -0.409  -0.675  -2.969
N  0.395  -0.524  -1.909
H  3.338  -0.002  1.614
H  2.688  -1.641  1.746
H  2.784  0.484  4.082
H  0.971  1.068  5.690
H  -1.407  0.656  5.033
H  -1.875  -0.260  2.779
H  3.216  0.437  -3.440
H  1.716  0.153  -5.451
H  -0.634  -0.603  -5.088
H  -1.424  -0.994  -2.769
O  -2.659  -1.628  0.333
N  -2.211  -0.331  -0.025
C  -3.128  0.526  0.251
C  -3.081  1.985  0.187
C  -4.351  2.571  0.249
C  -4.509  3.944  0.152
C  -3.391  4.747  0.005
C  -2.124  4.177  -0.037
C  -1.943  2.803  0.061
P  -0.245  2.149  -0.024
C  0.685  2.958  1.305
C  2.082  2.872  1.289
C  2.835  3.469  2.287
C  2.204  4.126  3.336
C  0.819  4.186  3.379
C  0.061  3.612  2.366
C  0.320  2.872  -1.598
C  1.493  3.604  -1.746
C  1.860  4.089  -2.996
C  1.055  3.858  -4.101
C  -0.127  3.140  -3.956
C  -0.487  2.644  -2.716
H  -2.275  -2.277  -0.297
H  -4.078  0.091  0.554
H  -5.224  1.941  0.361
H  -5.497  4.380  0.191
H  -3.498  5.820  -0.077
H  -1.258  4.818  -0.153
H  2.599  2.367  0.481
H  3.916  3.425  2.242
H  2.792  4.598  4.112
H  0.323  4.702  4.191
H  -1.017  3.687  2.409
H  2.124  3.821  -0.894
H  2.771  4.663  -3.099
H  1.337  4.251  -5.068
H  -0.773  2.976  -4.809
H  -1.424  2.104  -2.616
C  -0.628  -5.303  1.809
C  0.250  -5.042  0.600
C  1.419  -6.000  0.557
O  0.786  -3.671  0.774
B  -0.009  -2.852  0.052
O  -0.913  -3.492  -0.762
C  -0.547  -4.934  -0.739
C  0.302  -5.163  -1.975
C  -1.820  -5.746  -0.790
H  -0.032  -5.176  2.713
H  -1.016  -6.321  1.799
H  -1.472  -4.613  1.854
H  1.916  -6.015  1.526
H  2.149  -5.719  -0.199
H  1.070  -7.012  0.345
H  1.216  -4.568  -1.953
H  -0.273  -4.888  -2.859
H  0.582  -6.212  -2.067
H  -2.513  -5.469  0.002
H  -1.594  -6.808  -0.690
H  -2.312  -5.602  -1.751

3.
C6H11NO in the gas phase at a distorted geometry. Source: the Open Molecules 2025 dataset; level of theory: wB97M-V/def2-TZVPD.

For the HOMO energy, the calculation gives -0.2994 hartree. The value obtained for the total energy is -9935.2410 eV. The net charge is 0. The energy above the lowest of the compared OMol25 structures with the same formula, charge and spin comes out at 74.1 kcal/mol. The strongest force on any atom comes out at 4.81 eV/Å.

Atoms and positions in Å:
C  -2.074  0.330  -0.222
C  -1.626  -1.046  0.060
C  -0.161  -0.952  0.522
C  0.767  -0.385  -0.202
C  2.103  -0.101  0.214
C  3.211  0.049  -0.540
O  4.307  0.630  0.157
N  -3.403  0.799  0.279
H  -1.290  1.143  -0.116
H  -1.993  0.536  -1.314
H  -2.200  -1.354  0.993
H  -1.674  -1.802  -0.691
H  0.096  -1.353  1.490
H  0.527  0.011  -1.172
H  2.212  -0.008  1.333
H  3.102  0.155  -1.571
H  5.005  0.720  -0.502
H  -3.355  0.880  1.325
H  -3.554  1.746  -0.043

4.
A 3-piece molecular cluster, C18H28Br2O5 overall at a distorted geometry. Source: the Open Molecules 2025 dataset; level of theory: wB97M-V/def2-TZVPD.

For the HOMO energy, the calculation gives -0.3413 hartree. The value obtained for the total energy is -169441.8377 eV. The net charge is 0. The energy above the lowest of the compared OMol25 structures with the same formula, charge and spin comes out at 0.0 kcal/mol. The strongest force on any atom comes out at 3.73 eV/Å.

Atoms and positions in Å:
C  -4.592  -0.640  0.124
C  -3.238  0.024  -0.254
Br  -3.670  1.920  -0.716
C  -2.246  0.087  0.959
C  -1.373  -1.160  1.094
C  -0.186  -1.222  1.708
C  0.661  -0.172  2.429
C  -0.058  0.552  3.596
C  0.820  1.821  3.952
Br  -0.089  -0.539  5.257
C  0.404  -2.628  1.599
O  1.475  -2.979  1.866
O  -0.588  -3.429  1.058
C  -1.576  -2.582  0.557
O  -2.407  -2.974  -0.163
H  -4.881  -0.392  1.165
H  -5.404  -0.307  -0.546
H  -4.501  -1.742  0.061
H  -2.779  -0.417  -1.154
H  -1.608  0.990  0.892
H  -2.871  0.166  1.873
H  1.564  -0.661  2.850
H  0.958  0.594  1.679
H  -1.075  0.905  3.365
H  0.872  2.002  5.039
H  1.855  1.579  3.619
H  0.467  2.694  3.373
C  -3.963  4.354  -4.439
C  -2.696  5.170  -4.634
C  -1.640  4.254  -4.040
O  -2.093  2.912  -4.250
C  -3.461  2.940  -4.673
H  -4.775  4.634  -5.110
H  -4.318  4.459  -3.410
H  -2.509  5.316  -5.701
H  -2.726  6.150  -4.158
H  -1.538  4.411  -2.960
H  -0.660  4.385  -4.504
H  -3.489  2.679  -5.737
H  -4.031  2.194  -4.118
C  4.535  -3.514  0.584
C  5.882  -4.027  0.103
C  6.848  -3.203  0.938
O  6.187  -2.926  2.178
C  4.801  -3.276  2.060
H  3.711  -4.204  0.407
H  4.299  -2.567  0.089
H  5.984  -5.087  0.350
H  6.040  -3.910  -0.969
H  7.075  -2.246  0.455
H  7.786  -3.724  1.134
H  4.633  -4.186  2.645
H  4.185  -2.478  2.475

5.
C2H4N4 in the gas phase. Source: the Open Molecules 2025 dataset; level of theory: wB97M-V/def2-TZVPD.

For the HOMO energy, the calculation gives -0.2805 hartree. The value obtained for the total energy is -8094.8491 eV. The net charge is 0. The energy above the lowest of the compared OMol25 structures with the same formula, charge and spin comes out at 103.0 kcal/mol. The strongest force on any atom comes out at 0.51 eV/Å.

Atoms and positions in Å:
C  -1.770  0.014  0.190
N  -0.335  0.081  0.168
N  0.639  0.611  0.871
C  1.752  0.217  0.225
N  1.508  -0.530  -0.853
N  0.206  -0.598  -0.820
H  -2.080  -0.193  1.211
H  -0.519  -1.070  -1.370
H  -2.151  0.977  -0.157
H  2.751  0.489  0.535

6.
An isolated ion of composition C9H13F3NOS and charge +1 at a distorted geometry. Source: the Open Molecules 2025 dataset; level of theory: wB97M-V/def2-TZVPD.

For the HOMO energy (alpha / beta), the calculation gives -0.3596 / -0.5310 hartree. The value obtained for the total energy is -32055.6932 eV. The spin multiplicity is 3. As for the expectation value of S²: 2.0056. The net charge is +1. The energy above the lowest of the compared OMol25 structures with the same formula, charge and spin comes out at 0.0 kcal/mol. The strongest force on any atom comes out at 5.85 eV/Å.

Atoms and positions in Å:
C  -0.945  0.473  -0.118
C  1.087  1.792  -0.640
C  -0.275  1.641  -0.552
C  -0.281  -0.773  -0.026
C  -0.915  -2.230  1.907
C  -2.682  -1.613  0.299
C  3.485  0.207  -1.167
C  -1.177  -1.908  0.472
C  -1.045  2.885  -1.040
N  0.996  -0.901  -0.233
O  2.521  0.685  1.186
F  -2.319  2.705  -1.122
F  -0.853  3.889  -0.164
F  -0.465  3.227  -2.164
S  2.002  0.348  -0.327
H  -1.991  0.548  -0.152
H  1.519  2.666  -1.061
H  -1.184  -1.327  2.462
H  0.144  -2.360  2.115
H  -1.659  -2.971  2.175
H  -3.115  -2.577  -0.058
H  -2.902  -0.888  -0.494
H  -3.228  -1.280  1.270
H  4.241  -0.513  -0.782
H  3.971  1.147  -1.158
H  3.248  0.048  -2.222
H  -0.975  -2.845  -0.139
H  2.795  -0.076  1.734

7.
C42H34BrI2N4O5TeTl as an isolated structure at a distorted geometry. Source: the Open Molecules 2025 dataset; level of theory: wB97M-V/def2-TZVPD.

For the HOMO energy, the calculation gives -0.0286 hartree. The value obtained for the total energy is -158530.9413 eV. The net charge is -2. The energy above the lowest of the compared OMol25 structures with the same formula, charge and spin comes out at 22.2 kcal/mol. The strongest force on any atom comes out at 3.63 eV/Å.

Atoms and positions in Å:
Tl  11.908  13.373  11.944
C  8.418  14.461  14.780
C  8.920  15.830  14.487
N  8.231  16.909  14.753
C  8.961  17.994  15.118
C  10.304  18.126  14.853
C  11.169  19.175  15.603
O  12.062  18.455  16.441
C  10.849  17.194  13.918
C  12.116  17.492  13.206
N  12.876  16.642  12.619
C  13.972  16.993  11.848
C  13.882  18.108  10.958
C  14.670  18.194  9.777
C  15.615  17.254  9.477
C  15.787  16.224  10.395
C  15.070  16.155  11.564
I  15.665  14.755  12.976
C  10.206  15.933  13.775
O  10.444  15.003  12.970
H  7.778  14.387  15.673
H  9.334  13.870  14.975
H  8.000  13.984  13.879
H  8.399  18.749  15.687
H  10.490  19.865  16.241
H  11.708  19.781  14.822
H  12.540  18.927  17.140
H  12.352  18.561  13.149
H  13.013  18.749  11.138
H  14.526  19.064  9.175
H  16.217  17.241  8.526
H  16.574  15.521  10.148
O  7.272  8.812  11.178
C  6.925  9.769  10.265
C  5.880  9.406  9.376
C  5.546  10.252  8.360
C  6.296  11.429  8.142
C  7.281  11.819  9.028
C  7.603  11.021  10.191
C  8.656  11.450  11.099
O  9.381  12.469  10.908
N  8.729  10.681  12.233
N  9.587  11.104  13.127
C  9.711  10.398  14.223
C  10.462  10.713  15.345
C  10.060  10.063  16.535
C  10.676  10.375  17.686
C  11.554  11.465  17.788
C  11.939  12.182  16.697
C  11.450  11.789  15.368
O  11.924  12.378  14.365
H  7.907  9.315  11.782
H  5.340  8.413  9.455
H  4.711  9.966  7.717
H  6.115  12.057  7.246
H  7.709  12.821  8.939
H  9.053  9.555  14.372
H  9.281  9.333  16.479
H  10.307  9.852  18.567
H  11.948  11.570  18.807
H  12.625  13.070  16.796
Br  11.737  8.711  5.771
C  12.781  7.473  6.747
C  12.868  6.277  5.989
C  13.678  5.296  6.407
C  14.280  5.407  7.661
C  14.233  6.564  8.391
C  13.469  7.638  7.919
I  13.313  9.356  9.109
H  12.275  6.178  5.039
H  13.760  4.436  5.780
H  14.655  4.501  8.211
H  14.839  6.680  9.325
C  17.882  8.021  13.668
Te  15.706  8.398  13.617
C  15.655  6.605  15.010
C  17.052  6.277  15.322
C  17.273  5.326  16.253
C  18.601  5.049  16.656
C  19.731  5.659  15.987
C  19.472  6.488  14.914
C  18.144  6.870  14.610
H  18.457  8.932  13.762
H  17.977  7.680  12.580
H  15.059  5.838  14.486
H  15.057  6.789  15.913
H  16.446  4.787  16.718
H  18.752  4.374  17.553
H  20.754  5.521  16.359
H  20.230  6.938  14.227

Which value of strongest force on any atom does entry 3 give? 4.81 eV/Å

Which formula does entry 1 have? C42H55CdClN8O4P

What is the formula in the first record? C42H55CdClN8O4P